Run one
# C3H12N2O

A 2-piece molecular cluster, C3H12N2O overall (ωB97M-V with the def2-TZVPD basis set, OMol25).

```
18
C3H12N2O | OMol25 | ωB97M-V with the def2-TZVPD basis set
C -1.88 -0.26 0.76
C -0.76 0.18 -0.12
C 0.27 -0.73 -0.63
N 1.36 0.12 -1.18
N -2.97 0.78 0.87
H -1.46 -0.65 1.65
H -2.28 -1.28 0.39
H -0.10 0.94 0.43
H -1.25 0.52 -1.04
H 0.66 -1.38 0.16
H -0.18 -1.39 -1.35
H 1.17 1.01 -1.63
H 1.73 -0.41 -1.95
H -3.70 0.41 1.51
H -2.74 1.76 1.18
H 3.62 0.43 -0.33
H 4.06 -0.24 1.04
O 4.45 0.19 0.23
```

Computed properties:
Orbital gap: 10.342 eV
HOMO energy: -9.387 eV

Here are the natural (NBO) charges for atoms 1 to 4, given in e: -0.210 -0.420 -0.205 -0.865



Run two
# C3H12N2O

A 3-piece molecular cluster, C3H12N2O overall (ωB97M-V with the def2-TZVPD basis set, OMol25).

```
18
C3H12N2O | OMol25 | ωB97M-V with the def2-TZVPD basis set
C 1.98 -1.61 4.10
C 2.60 -2.66 4.56
N -4.18 2.02 -2.79
H 2.31 -0.64 4.10
H -0.33 -0.68 -2.64
H 0.93 -1.69 3.85
H 3.58 -2.75 4.77
H 2.19 -3.63 4.51
H -3.25 2.22 -3.10
H -4.54 1.17 -3.29
H -4.71 2.91 -2.98
N 0.81 1.35 -2.12
C 0.33 0.34 -1.21
O -0.73 -0.58 -1.74
H 0.36 2.25 -2.40
H 1.73 1.28 -2.53
H -0.33 0.81 -0.34
H 1.23 -0.12 -0.74
```

Computed properties:
Orbital gap: 10.441 eV
HOMO energy: -9.563 eV

Here are the natural (NBO) charges for atoms 1 to 4, given in e: -0.366 -0.369 -1.085 0.186



Run three
# C3H12N2O

A 2-piece molecular cluster, C3H12N2O overall (ωB97M-V with the def2-TZVPD basis set, OMol25).

```
18
C3H12N2O | OMol25 | ωB97M-V with the def2-TZVPD basis set
C 1.80 -0.74 0.12
C 0.53 0.04 0.13
C -0.59 -1.04 0.24
N -1.87 -0.33 -0.28
N 2.99 0.22 0.13
H 1.71 -1.32 1.06
H 1.95 -1.45 -0.76
H 0.39 0.85 0.84
H 0.51 0.49 -0.87
H -0.87 -1.28 1.25
H -0.19 -2.03 -0.28
H -1.83 -0.56 -1.35
H -2.68 -0.91 0.04
H 3.83 0.02 -0.47
H 2.59 1.21 -0.39
H -2.55 1.47 0.11
H -3.18 2.89 0.54
O -2.54 2.45 -0.05
```

Computed properties:
Orbital gap: 10.086 eV
HOMO energy: -9.238 eV

Here are the natural (NBO) charges for atoms 1 to 4, given in e: -0.214 -0.431 -0.213 -0.854



Question: which arrangement is favored energetically? Ranking from most to least stable: run one, run three, run two.



Run one
# C3H12N2O

A 2-piece molecular cluster, C3H12N2O overall (ωB97M-V with the def2-TZVPD basis set, OMol25).

```
18
C3H12N2O | OMol25 | ωB97M-V with the def2-TZVPD basis set
C -0.16 0.32 1.59
C 0.38 -0.26 0.31
C 1.27 0.81 -0.37
N 1.31 0.30 -1.74
N -1.03 -0.39 2.50
H -0.85 1.12 1.16
H 0.72 0.85 2.00
H -0.35 -0.60 -0.33
H 1.04 -1.18 0.38
H 0.94 1.88 -0.26
H 2.21 0.85 0.14
H 1.54 -0.70 -1.81
H 2.10 0.66 -2.26
H -1.79 0.21 2.58
H -1.27 -1.37 2.36
H -1.47 -0.76 -1.52
H -2.37 -0.59 -2.75
O -2.23 -1.13 -1.98
```

Computed properties:
Orbital gap: 10.023 eV
HOMO energy: -9.044 eV

Here are the natural (NBO) charges for atoms 1 to 4, given in e: -0.203 -0.383 -0.212 -0.840



Run two
# C3H12N2O

A 3-piece molecular cluster, C3H12N2O overall (ωB97M-V with the def2-TZVPD basis set, OMol25).

```
18
C3H12N2O | OMol25 | ωB97M-V with the def2-TZVPD basis set
C -0.44 1.14 -0.72
C -1.08 -0.19 1.30
N -0.26 -0.05 0.10
N -1.26 -1.53 -1.26
H -1.92 -1.99 -0.63
H -1.85 -0.94 -1.84
H 0.01 1.99 -0.20
H -0.76 0.57 2.02
H -1.49 1.31 -0.91
H 0.07 0.99 -1.67
H -2.13 -0.08 1.05
H -0.91 -1.17 1.74
C 2.41 0.17 0.25
O 1.30 0.44 1.05
H 0.08 -0.94 -0.39
H 2.48 0.82 -0.64
H 2.45 -0.88 -0.09
H 3.32 0.34 0.85
```

Computed properties:
Orbital gap (spin up / spin down): 7.421 / 9.408 eV
HOMO energy (spin up / spin down): -7.464 / -8.710 eV

Here are the natural (NBO) charges for atoms 1 to 4, given in e: -0.424 -0.413 -0.310 -0.938



Run three
# C3H12N2O

A 2-piece molecular cluster, C3H12N2O overall (ωB97M-V with the def2-TZVPD basis set, OMol25).

```
18
C3H12N2O | OMol25 | ωB97M-V with the def2-TZVPD basis set
N 0.78 -0.15 -1.26
C -0.59 -0.26 -0.56
C -0.46 0.06 1.01
C -1.01 -1.76 -0.74
N -0.82 -2.13 -2.18
H 0.76 0.86 -1.41
H 1.49 -0.32 -0.55
H -1.27 0.44 -1.06
H -1.33 0.66 1.23
H 0.61 0.32 1.12
H -0.58 -0.91 1.51
H -0.31 -2.41 -0.15
H -2.02 -1.93 -0.37
H -0.44 -3.06 -1.98
H 0.01 -1.67 -2.53
H 2.08 4.78 2.91
H 1.49 3.30 2.70
O 1.59 4.19 2.33
```

Computed properties:
Orbital gap: 9.880 eV
HOMO energy: -9.167 eV

Here are the natural (NBO) charges for atoms 1 to 4, given in e: -0.845 -0.049 -0.646 -0.227



Run four
# C3H12N2O

A 2-piece molecular cluster, C3H12N2O overall (ωB97M-V with the def2-TZVPD basis set, OMol25).

```
18
C3H12N2O | OMol25 | ωB97M-V with the def2-TZVPD basis set
C -0.32 -0.91 -1.45
C 0.53 0.07 -0.64
C -0.07 1.42 -0.28
N 0.49 1.94 0.96
N 0.09 -2.29 -1.21
H -1.35 -0.72 -1.17
H -0.24 -0.72 -2.52
H 0.93 -0.40 0.26
H 1.46 0.30 -1.19
H -1.15 1.35 -0.10
H -0.02 2.08 -1.17
H 1.41 2.35 0.93
H -0.17 2.55 1.43
H -0.49 -2.80 -0.57
H 1.08 -2.33 -1.05
H -0.75 0.10 2.23
H -0.36 -1.31 2.84
O -1.07 -0.69 2.70
```

Computed properties:
Orbital gap: 9.813 eV
HOMO energy: -8.844 eV

Here are the natural (NBO) charges for atoms 1 to 4, given in e: -0.214 -0.428 -0.215 -0.866



Question: which arrangement is favored energetically? Ranking from most to least stable: run four, run three, run one, run two.



Run one
# C3H12N2O

A 2-piece molecular cluster, C3H12N2O overall (ωB97M-V with the def2-TZVPD basis set, OMol25).

```
18
C3H12N2O | OMol25 | ωB97M-V with the def2-TZVPD basis set
C 1.18 -0.89 0.39
C 0.71 -1.89 -0.65
C 0.30 -0.91 1.63
O 1.15 0.42 -0.17
H 1.78 0.42 -0.92
H 2.22 -1.11 0.68
H 0.60 -0.11 2.33
H -0.28 -1.63 -1.02
H 0.67 -2.91 -0.23
H 1.38 -1.90 -1.51
H 0.36 -1.87 2.15
H -0.75 -0.73 1.37
N -1.55 1.71 -0.09
N -2.02 2.61 -1.11
H -1.33 2.75 -1.85
H -2.21 3.53 -0.71
H -0.53 1.77 0.08
H -1.68 0.73 -0.37
```

Computed properties:
Orbital gap: 9.841 eV
HOMO energy: -9.108 eV

Here are the natural (NBO) charges for atoms 1 to 4, given in e: 0.095 -0.630 -0.627 -0.739



Run two
# C3H12N2O

A 2-piece molecular cluster, C3H12N2O overall (ωB97M-V with the def2-TZVPD basis set, OMol25).

```
18
C3H12N2O | OMol25 | ωB97M-V with the def2-TZVPD basis set
C -0.86 0.70 -1.75
C 0.38 0.05 -1.13
N 1.05 1.01 -0.22
C 0.33 1.24 1.03
N 0.06 0.16 1.94
H -0.59 1.72 -2.04
H -1.76 0.62 -1.16
H -1.01 0.26 -2.75
H 0.09 -0.87 -0.63
H 1.14 -0.20 -1.87
H 1.95 0.55 -0.05
H -0.59 1.77 0.78
H 0.93 2.00 1.52
H 0.88 -0.43 2.02
H -0.76 -0.37 1.69
H 0.34 -2.85 0.99
H -0.97 -2.36 0.49
O -0.60 -3.00 1.12
```

Computed properties:
Orbital gap: 9.786 eV
HOMO energy: -9.116 eV

Here are the natural (NBO) charges for atoms 1 to 4, given in e: -0.640 -0.221 -0.623 -0.075



Question: which arrangement is favored energetically? Ranking from most to least stable: run two, run one.